(1)
Density functional theory data (ωB97M-V/def2-TZVPD) for a molecular structure, C20H14BrCl3GaGeIN2O2.

Structure (XYZ):
```
45
Properties=species:S:1:pos:R:3:forces:R:3
Ga 0.462789 0.186685 0.417122 -0.08 0.02 0.13
O 0.239246 -1.274297 -0.749395 0.06 0.00 -0.02
C 0.550705 -1.220751 -2.012765 0.00 -0.02 0.01
C 0.970878 -2.411268 -2.639149 0.00 -0.01 -0.01
C 1.301724 -2.420748 -3.963933 -0.01 0.01 0.00
C 1.218599 -1.251145 -4.764073 0.01 -0.02 0.00
C 0.793642 -0.092461 -4.203780 -0.01 0.01 0.01
C 0.450903 -0.022668 -2.818602 -0.01 0.00 -0.02
C -0.040872 1.188915 -2.332469 -0.03 0.03 0.02
N -0.288183 1.380405 -1.040111 0.01 -0.08 -0.06
N -0.862140 2.491381 -0.658815 0.01 0.05 0.03
C -1.027701 2.473734 0.710754 0.00 -0.02 -0.03
O -0.678191 1.466084 1.401096 0.04 0.04 -0.04
C -1.617773 3.641549 1.330928 0.00 0.02 -0.01
C -1.964168 4.755062 0.556148 -0.01 0.00 0.00
C -2.506065 5.868746 1.168974 0.00 0.00 0.00
C -2.704699 5.875002 2.543956 0.00 0.00 0.00
C -2.362958 4.769420 3.317501 -0.01 0.01 0.00
C -1.818301 3.654106 2.715998 0.00 -0.01 0.00
H 1.034932 -3.300157 -2.026349 0.00 0.00 0.00
H 1.637440 -3.344117 -4.418277 0.00 0.00 0.00
H 1.489720 -1.295032 -5.808844 0.00 0.01 0.00
H 0.712190 0.812348 -4.792657 0.00 -0.01 -0.01
H -0.249084 2.014226 -3.007888 -0.01 -0.01 -0.01
H -1.802858 4.735985 -0.511652 0.00 0.00 0.00
H -2.773022 6.734024 0.578487 0.00 0.00 0.00
H -3.128344 6.749551 3.019962 0.00 0.00 0.00
H -2.521826 4.786070 4.386730 0.00 0.00 0.00
H -1.541865 2.789383 3.302710 0.00 0.00 0.00
Br 2.810510 -2.621715 1.114675 0.00 -0.02 -0.01
C 1.350072 -3.797131 1.312251 0.03 0.03 0.01
C 1.504428 -5.112950 0.896633 0.01 0.01 -0.01
C 0.460105 -6.012441 1.035575 -0.03 0.00 0.01
C -0.747281 -5.605465 1.583946 0.03 -0.03 -0.02
C -0.910858 -4.293486 1.996031 -0.02 0.04 -0.01
C 0.140211 -3.397014 1.860975 -0.03 -0.03 -0.03
I -0.188876 -1.455975 2.569153 0.00 -0.02 0.05
H 2.449270 -5.425931 0.474421 0.00 0.00 0.00
H 0.595190 -7.036725 0.716128 0.00 0.00 0.00
H -1.564138 -6.305102 1.693355 0.00 0.00 0.00
H -1.851940 -3.969725 2.418927 0.01 0.00 0.01
Cl 2.550688 3.176971 0.385701 -0.02 0.00 0.00
Ge 2.715193 1.046383 0.669526 0.08 0.02 -0.06
Cl 3.955863 0.318009 -0.934983 -0.03 0.02 0.05
Cl 3.756844 0.752243 2.506071 -0.01 -0.03 0.00
```
Forces are in eV/Å.

Computed properties:
Gap between HOMO and LUMO (alpha / beta) ... 7.5 / 5.9 eV
HOMO (alpha / beta) ... -0.4237 / -0.4396 Eh
Net charge ... +1
LUMO (alpha / beta) ... -4.07 / -6.11 eV
2S+1 ... 2

(2)
Density functional theory data (ωB97M-V/def2-TZVPD) for a molecular structure, C33H66BaN2O7 in a non-equilibrium geometry.

Structure (XYZ):
```
109
Properties=species:S:1:pos:R:3:forces:R:3
Ba -0.153733 -0.313616 0.037094 -0.27 0.92 -0.43
C -3.976651 0.443608 -4.182011 0.09 -1.00 0.62
C -2.456851 0.677377 -4.102183 -0.29 0.75 -0.08
C -2.087100 1.804173 -5.084957 -0.61 -0.83 -0.96
C -2.427079 3.173307 -4.580607 0.64 1.18 0.58
C -1.881452 3.371046 -3.164056 0.04 0.29 -0.35
C -2.369031 2.326163 -2.163319 0.66 -0.21 -0.78
N -1.998377 1.034135 -2.758198 1.10 -0.42 -0.22
O -2.168685 -0.064976 -1.899718 0.10 -0.08 0.90
C -3.841943 2.515254 -1.830553 -0.33 0.28 0.64
C -1.519865 2.493784 -0.915671 -0.52 0.92 0.51
C -1.708711 -0.573014 -4.532664 0.14 0.07 -0.46
H -4.258167 -0.138901 -5.064210 0.03 0.38 -0.23
H -4.544266 1.364173 -4.094808 -0.10 0.05 -0.25
H -4.244779 -0.205371 -3.336613 0.02 0.23 0.03
H -2.660136 1.601190 -6.004165 0.01 0.05 0.10
H -1.054460 1.686026 -5.431095 0.19 0.34 0.51
H -3.489879 3.427169 -4.605275 -0.11 -0.42 -0.04
H -1.954517 3.963446 -5.178464 -0.07 -0.24 -0.25
H -2.093609 4.395072 -2.834598 -0.14 -0.14 0.20
H -0.790600 3.289724 -3.207750 0.00 0.02 -0.03
H -4.363781 3.120696 -2.572330 -0.08 -0.19 -0.13
H -3.931634 3.064310 -0.885741 -0.08 -0.06 -0.05
H -4.338573 1.555914 -1.699162 0.00 -0.05 -0.03
H -1.867184 1.794430 -0.160653 0.22 -0.15 0.16
H -1.701174 3.490482 -0.489845 -0.13 -0.09 -0.03
H -0.443189 2.510165 -1.085364 0.02 -0.57 -0.05
H -0.638144 -0.430820 -4.363896 -0.04 -0.10 0.21
H -1.832968 -0.730050 -5.612034 -0.16 -0.03 0.09
H -2.059563 -1.447257 -3.998591 0.03 0.01 0.00
C 3.839218 3.096988 1.856808 0.63 0.42 0.44
C 3.307096 1.674073 2.061327 0.51 -0.07 -0.38
C 3.903634 1.030487 3.314615 0.23 0.69 0.62
C 3.294573 1.578324 4.606593 0.51 0.01 -0.31
C 1.780724 1.541556 4.555418 0.17 -0.96 -0.12
C 1.163817 2.068548 3.240775 0.02 1.41 1.27
N 1.869841 1.565352 2.084375 -0.60 -1.66 0.32
O 1.259151 1.904158 0.870252 -0.44 -0.02 -0.38
C 1.156624 3.618596 3.388306 0.47 0.41 -0.21
C -0.288069 1.617455 3.246763 -0.55 -0.16 -1.14
C 3.821729 0.843439 0.899186 0.18 -0.63 -0.34
H 3.790980 3.706848 2.762160 -0.28 -0.02 -0.06
H 3.315907 3.610082 1.052483 -0.12 -0.09 -0.03
H 4.911474 3.071049 1.624101 -0.12 -0.10 -0.20
H 4.964620 1.307408 3.355746 0.04 -0.32 -0.22
H 3.835350 -0.058716 3.266953 -0.17 -0.03 -0.09
H 3.714824 2.583244 4.728118 -0.43 0.12 0.09
H 3.691227 1.015925 5.458881 -0.19 -0.04 0.02
H 1.361088 2.049262 5.427121 -0.17 0.19 -0.18
H 1.463776 0.491057 4.648759 0.09 0.08 0.02
H 1.266168 4.120270 2.424325 -0.39 -0.16 -0.08
H 2.000111 3.983617 3.984337 -0.03 -0.17 0.05
H 0.255171 3.968394 3.895017 -0.07 -0.02 -0.11
H -0.398276 0.649864 2.760147 0.16 -0.28 0.34
H -0.918796 2.278305 2.643946 0.08 0.13 0.16
H -0.707768 1.543023 4.250345 0.09 0.13 0.08
H 4.916154 0.837775 0.876157 0.02 0.24 -0.02
H 3.432796 1.203539 -0.049376 0.01 0.12 0.04
H 3.522602 -0.202950 1.015073 -0.19 0.18 0.00
C 2.226364 -3.561866 -1.316689 -0.36 -0.07 0.43
C 2.750613 -2.773190 -0.141407 0.11 -0.03 -0.32
O 2.076644 -1.928704 0.409122 0.05 -0.28 0.03
C 4.138093 -3.083252 0.369310 -0.21 -0.11 0.11
H 2.395392 -4.621236 -1.102048 0.02 0.00 -0.19
H 2.699696 -3.303232 -2.262065 0.24 0.07 0.09
H 1.157638 -3.371584 -1.405713 0.03 0.00 -0.07
H 4.129957 -3.021936 1.458017 0.08 0.13 -0.03
H 4.829134 -2.329570 -0.011895 0.03 0.00 0.00
H 4.473123 -4.073847 0.068924 0.07 0.04 -0.11
C -2.698083 -4.719623 -0.012528 0.07 0.09 0.80
C -1.938384 -3.761131 -0.883399 0.47 -0.47 -0.31
O -1.112074 -3.013450 -0.404581 0.03 0.21 0.20
C -2.120090 -3.856393 -2.364744 0.03 0.54 -0.20
H -2.499088 -4.481182 1.035284 -0.16 0.16 -0.08
H -2.329574 -5.741389 -0.137379 -0.10 0.02 -0.41
H -3.769448 -4.693850 -0.205198 0.00 -0.08 -0.10
H -2.089509 -2.847137 -2.783285 -0.30 0.02 0.21
H -3.038982 -4.374304 -2.624142 0.07 -0.06 -0.20
H -1.244699 -4.328715 -2.819340 -0.10 -0.34 0.19
C -4.806394 -1.130397 1.137962 0.25 -0.90 0.06
C -3.625650 -0.647705 1.924632 0.00 -0.14 0.15
O -2.656565 -0.182621 1.377412 0.38 0.22 -0.02
C -3.619599 -0.887749 3.428286 0.09 -0.76 -0.70
H -4.578074 -1.176995 0.075452 -0.05 0.50 -0.06
H -5.714758 -0.579295 1.367605 -0.06 0.06 -0.04
H -4.943730 -2.171572 1.466408 -0.31 0.17 0.01
H -3.761109 0.044828 3.963759 0.07 0.00 0.19
H -2.654935 -1.355652 3.637588 0.15 0.48 0.22
H -4.357830 -1.646676 3.688981 -0.30 0.37 0.17
C 1.326501 -2.476143 4.166425 0.53 0.01 0.40
C 0.584307 -2.711974 2.889740 0.11 0.45 -0.28
O -0.060093 -1.819982 2.376756 -0.14 -0.32 0.14
C 0.693245 -4.078902 2.297424 0.16 -0.73 -0.14
H 1.925118 -1.564390 4.141134 -0.30 0.18 -0.31
H 2.035009 -3.274185 4.396123 -0.33 -0.18 0.11
H 0.594425 -2.353498 4.967513 0.09 -0.10 0.08
H 0.170800 -4.203596 1.353312 -0.13 0.30 0.01
H 0.332835 -4.832034 3.007232 -0.04 0.14 0.06
H 1.748798 -4.330258 2.146026 -0.01 0.13 0.06
C 1.625942 1.669528 -2.980006 -0.27 0.23 1.18
C 2.359123 0.448186 -2.535335 0.11 0.15 -0.86
O 1.758818 -0.550484 -2.192137 0.00 -0.27 0.43
C 3.865912 0.473374 -2.590710 0.00 -0.49 0.43
H 0.549503 1.466531 -2.984639 0.04 -0.03 -0.47
H 2.022838 2.109167 -3.890126 -0.03 -0.04 -0.12
H 1.770487 2.391441 -2.155989 0.11 0.06 -0.24
H 4.206317 0.283845 -3.609826 -0.07 0.21 -0.09
H 4.241675 -0.338148 -1.964396 0.04 0.08 -0.02
H 4.260675 1.416379 -2.220164 0.04 0.09 -0.18
```
Forces are in eV/Å.

Computed properties:
Gap between HOMO and LUMO ... 5.2 eV
HOMO ... -0.1932 Eh
LUMO ... -0.04 eV
2S+1 ... 1
Energy above the lowest of the compared OMol25 structures with the same formula, charge and spin ... 0.00 kJ/mol

(3)
Density functional theory data (ωB97M-V/def2-TZVPD) for a single C4H4N2O molecule in a non-equilibrium geometry.

Structure (XYZ):
```
11
Properties=species:S:1:pos:R:3:forces:R:3
C 1.341290 0.352948 -0.071586 5.89 3.12 1.16
C 0.165000 0.040348 0.125692 -8.93 -0.09 1.00
C -1.012632 0.976460 0.055030 0.82 -4.19 -0.08
C -1.633414 -1.220840 -0.089872 7.82 7.79 3.03
H 3.013505 -0.147150 -0.113174 3.61 0.79 -0.28
H 1.413504 1.522154 0.132204 1.55 -2.41 -1.12
H -0.849860 2.025827 0.033545 -0.85 0.85 0.00
H -2.380460 -1.868082 -0.224166 -2.12 -3.13 -0.27
N -2.056915 0.202303 -0.034273 -0.61 0.15 -0.93
N -0.262548 -1.224951 0.220209 -5.34 -4.00 -2.23
O 2.262530 -0.659014 -0.033605 -1.85 1.11 -0.28
```
Forces are in eV/Å.

Computed properties:
Gap between HOMO and LUMO ... 9.0 eV
HOMO ... -0.3459 Eh
LUMO ... -0.41 eV
2S+1 ... 1
Energy above the lowest of the compared OMol25 structures with the same formula, charge and spin ... 377.43 kJ/mol

(4)
Density functional theory data (ωB97M-V/def2-TZVPD) for 2 unconnected molecules or ions with the total composition C2H6N4O5P in a non-equilibrium geometry.

Structure (XYZ):
```
18
Properties=species:S:1:pos:R:3:forces:R:3
C 0.936433 -1.497054 -0.094283 2.00 1.39 0.97
C 2.377892 1.172535 0.121026 2.69 2.31 1.88
N -0.157412 -2.231364 -0.389106 -0.34 -3.38 1.85
N 1.172505 -0.499568 -1.014687 -1.13 -0.18 -0.62
N 2.065891 0.527295 -0.824383 -2.40 -2.16 -2.28
N 3.204485 1.861253 0.735612 -0.14 -1.57 -0.07
O -1.790806 0.020088 -1.562422 0.25 -1.23 0.27
O -1.743673 -0.513721 1.079220 -2.77 1.87 -2.72
O 1.712445 -1.669388 0.858831 -0.98 -0.38 -0.72
O -3.250516 1.348830 -0.035761 0.46 -1.23 0.00
O -0.758322 1.735726 0.021773 0.25 -0.19 0.67
P -1.763545 0.670981 -0.227054 -0.44 0.13 1.07
H -1.043687 -1.844577 -0.685790 0.27 0.53 -0.31
H -0.275786 -2.992773 0.349482 0.14 1.61 -1.53
H 0.291581 -0.270217 -1.511031 0.88 0.51 -0.14
H -0.935152 -0.644187 1.510051 2.06 0.17 0.71
H 2.998814 2.680837 1.235306 -0.75 0.96 0.45
H -3.041143 2.145307 0.433208 -0.07 0.84 0.53
```
Forces are in eV/Å.

Computed properties:
Gap between HOMO and LUMO ... 9.3 eV
HOMO ... -0.2097 Eh
Net charge ... -1
LUMO ... 3.61 eV
2S+1 ... 1
Energy above the lowest of the compared OMol25 structures with the same formula, charge and spin ... 68.66 kJ/mol

(5)
Density functional theory data (ωB97M-V/def2-TZVPD) for 2 unconnected molecules or ions with the total composition C6H14N2 in a non-equilibrium geometry.

Structure (XYZ):
```
22
Properties=species:S:1:pos:R:3:forces:R:3
C -1.187205 0.269363 -0.589558 -0.22 -0.54 -0.22
C 1.341988 0.727023 -0.280878 0.00 -0.44 0.51
C -1.702998 0.950723 0.638365 0.11 0.05 0.03
C -1.134846 -1.157855 -0.658138 -0.22 0.55 -0.08
N 2.560299 0.333193 0.403066 0.17 0.05 0.14
N -1.173784 1.029660 -1.735288 0.28 -0.10 0.28
C 1.481010 -0.354883 1.064183 -0.32 0.73 -0.69
C 1.242342 -1.730738 0.892002 -0.59 -0.16 -0.43
H 2.939483 1.077603 0.977856 -0.07 -0.05 -0.05
H -0.876912 1.992261 -1.639957 -0.02 -0.03 0.01
H -0.809951 0.586713 -2.566124 -0.03 -0.01 0.04
H 1.295184 0.336586 -1.289922 -0.08 -0.06 0.02
H 0.998186 1.751152 -0.151351 0.00 -0.03 0.07
H 1.012472 0.146114 1.908922 0.11 0.03 0.01
H -1.453529 0.374996 1.527943 -0.01 -0.03 -0.03
H -1.278420 1.951115 0.754306 -0.02 -0.01 -0.04
H -2.793528 1.055739 0.586474 0.08 -0.03 -0.02
H -0.129684 -1.560410 -0.038773 0.51 0.02 0.18
H -1.931486 -1.656640 -0.106493 0.13 0.03 0.16
H -1.077167 -1.559394 -1.669166 0.12 0.03 0.00
H 0.733960 -2.267565 1.682437 0.06 0.01 0.05
H 1.944586 -2.294755 0.290093 0.02 -0.02 0.04
```
Forces are in eV/Å.

Computed properties:
Gap between HOMO and LUMO ... 7.1 eV
HOMO ... -0.2301 Eh
LUMO ... 0.83 eV
2S+1 ... 1
Energy above the lowest of the compared OMol25 structures with the same formula, charge and spin ... 456.87 kJ/mol

(6)
Density functional theory data (ωB97M-V/def2-TZVPD) for 2 unconnected molecules or ions with the total composition C3H9NO3 in a non-equilibrium geometry.

Structure (XYZ):
```
16
Properties=species:S:1:pos:R:3:forces:R:3
O 0.803270 1.280901 -2.636492 1.53 -1.77 3.25
C 1.117254 0.627349 -1.615918 -2.81 0.47 -2.26
O 1.534014 -0.670676 -1.694651 0.99 1.53 2.10
C 0.611605 0.992049 -0.170039 2.22 -0.29 1.58
C -0.775541 1.498242 -0.300931 -2.78 0.19 0.63
N 0.801788 -0.184758 0.779217 -0.32 1.25 -0.49
H 1.096833 -1.106110 -2.386137 -0.64 -0.67 -2.17
H 1.247744 1.817668 0.231200 -0.29 -0.54 -0.41
H -0.879895 2.169349 -1.103445 0.31 1.09 -1.15
H -1.524763 0.740985 -0.574404 0.45 -0.41 0.17
H -1.286962 2.041361 0.540975 1.21 -0.67 -0.16
H 0.499498 0.006503 1.759614 0.17 0.24 -1.36
H 0.176785 -0.895401 0.426902 -0.01 -0.41 0.29
H -0.756640 -2.663029 2.907097 0.40 -0.07 0.74
H -1.542343 -3.230882 1.770636 -0.19 -0.19 -0.22
O -1.122647 -2.423551 2.066377 -0.22 0.25 -0.53
```
Forces are in eV/Å.

Computed properties:
Gap between HOMO and LUMO ... 10.0 eV
HOMO ... -0.3451 Eh
LUMO ... 0.58 eV
2S+1 ... 1
Energy above the lowest of the compared OMol25 structures with the same formula, charge and spin ... 159.13 kJ/mol